Density functional theory data (ωB97M-V with the def2-TZVPD basis set) for a cluster of 4 separate species, C23H30BrNO6 in total.

Its highest occupied orbital energy is -9.090 eV. As for the SMILES: CCN(CCc1ccc2c(c1Br)C(=O)c1ccccc1C2=O)C(C)=O.CO.CO.CO. The calculation puts the LUMO energy at -1.27 eV. Its total energy is -108153.877 eV. The HOMO-LUMO gap comes out at 7.8240 eV.

```
! wB97M-V def2-TZVPD RIJCOSX def2/J DEFGRID3
* xyz 0 1
C -1.81003 1.12299 0.77512
C 3.36077 -2.07852 0.92592
H 5.91597 -0.43719 -1.85832
H 2.53205 -2.48276 1.50845
O -3.85484 -0.50242 3.24396
O -2.86108 2.40942 -0.93625
C 0.49695 1.18366 1.55164
N 3.99961 0.42065 0.83411
H 4.92335 -1.02329 1.96196
C -2.12982 0.32668 1.87685
H -3.77491 5.75282 -2.94213
C -5.08023 -4.21546 3.36040
C -1.16570 -0.03052 2.79356
H -6.01932 -3.92362 2.87978
C -3.51636 -0.15982 2.13328
H 7.54776 -0.42128 -4.79990
C 3.91051 -0.81200 1.62093
H 4.41869 0.36120 -2.21407
H 9.30618 -1.93913 -4.63308
H 9.06416 -1.00616 -3.13235
C -6.43446 -0.90967 -0.11221
H -2.16605 5.09433 -3.34205
H 4.10246 -2.86777 0.87238
O 7.36852 -1.23557 -4.32335
C -5.02025 0.70770 -1.19247
H -5.02822 -5.30057 3.39558
Br 0.04034 2.61523 -0.85937
H -4.01318 -2.79425 2.58443
H -7.31953 -1.52591 -0.13691
C -0.48628 1.54604 0.62486
C -4.15489 0.64443 -0.10118
H 3.34232 -0.60212 2.52300
H 2.88236 1.57381 -0.50335
H 2.94763 -1.87700 -0.05477
H -6.84042 -0.07058 -2.01243
C 0.13572 0.38987 2.63308
H -3.65711 3.44632 -2.66708
C 8.60876 -1.72377 -3.81958
H 1.95965 2.68722 1.21100
O -3.95823 -3.75418 2.61895
H 8.40306 -2.64484 -3.28058
C -2.91937 1.49007 -0.15435
C -6.14737 -0.07459 -1.18338
C 1.92953 1.62052 1.41961
C 2.71928 0.87530 0.30977
H -5.06379 -3.82559 4.38146
H -1.46132 -0.64490 3.63065
C -5.59620 -0.95610 0.98099
C 5.04949 0.43014 -0.15230
C -4.45259 -0.17235 0.97711
O 6.05511 1.05327 0.07422
H 2.44664 1.49410 2.36592
H -3.33104 5.44922 -4.63167
H 0.91866 0.12131 3.32667
C -3.22573 5.08558 -3.61224
H 2.09033 0.07054 -0.08981
H 4.42374 -1.24385 -1.43376
H -5.79025 -1.57278 1.84525
C 4.90947 -0.27665 -1.48310
H -4.77787 1.36618 -2.00999
O -3.75263 3.76665 -3.56882
*
```